1.
Density functional theory data (wB97M-V/def2-TZVPD) for a cluster of 2 separate species, C5H14 in total in a non-equilibrium geometry.

Each line ends with the natural charge from an NBO analysis.
Cartesian coordinates (Å):
C -0.28215 0.12026 -1.38900  -0.43
C 0.89534 -0.77521 -1.34624  -0.63
C 0.07544 1.57575 -1.72570  -0.60
H -0.96073 -0.11314 -2.37747  0.19
H -0.95036 0.05293 -0.52893  0.21
H 1.92033 -0.21193 -1.57525  0.20
H 1.02190 -1.54028 -2.13803  0.22
H -0.81017 2.10773 -2.30994  0.20
H 0.19364 2.06061 -0.77539  0.20
H 1.10788 -1.23968 -0.24447  0.21
H 0.92561 1.68618 -2.48554  0.21
C -0.73231 -1.16867 2.08889  -0.61
C -0.01469 0.21125 2.22932  -0.60
H -1.78944 -1.03977 1.83919  0.21
H -0.12227 -1.75498 1.45830  0.21
H -0.65348 -1.57592 3.03256  0.20
H -0.25421 0.78906 3.21634  0.20
H -0.34940 0.86093 1.47880  0.19
H 1.07098 0.13798 2.26617  0.21

Atoms 1-3, force components in eV/Å:
-2.4 0.4 -4.2
4.4 -0.9 1.8
-1.4 0.9 -2.0

## Properties
Largest force on an atom = 4.89 eV/Å
Spin multiplicity = 1
Structure (SMILES) = CCC.CC
Total charge = 0
Gap between HOMO and LUMO = 11.75 eV
E_HOMO = -10.58 eV

***

2.
Density functional theory data (wB97M-V/def2-TZVPD) for a cluster of 2 separate species, C5H14 in total in a non-equilibrium geometry.

Each line ends with the natural charge from an NBO analysis.
Cartesian coordinates (Å):
C -0.24361 0.01347 -1.29676  -0.41
C -0.13050 -1.58637 -1.27292  -0.59
C -1.53967 0.43573 -1.97099  -0.60
H -0.16288 0.39703 -0.30638  0.20
H 0.68548 0.37691 -1.70942  0.20
H -1.04551 -2.01210 -0.98298  0.20
H -1.32799 1.25571 -2.87229  0.19
H 0.52583 -1.69385 -0.43078  0.20
H 0.27264 -1.98227 -2.13998  0.20
H -2.16792 -0.35510 -2.45976  0.21
H -2.19339 1.01518 -1.49738  0.20
C 0.23260 0.77865 2.41834  -0.61
C 1.56869 0.22481 1.83293  -0.62
H -0.56684 1.19380 1.72418  0.21
H -0.29494 -0.00145 2.87535  0.20
H 0.50155 1.58605 3.14433  0.21
H 2.08371 0.87248 1.14351  0.20
H 1.44830 -0.63871 1.19793  0.20
H 2.35447 0.12002 2.60307  0.21

Atoms 1-3, force components in eV/Å:
-0.6 -2.2 -0.6
0.4 3.6 2.2
2.3 0.4 -5.6

## Properties
Largest force on an atom = 6.13 eV/Å
Spin multiplicity = 1
Structure (SMILES) = CCC.CC
Total charge = 0
Gap between HOMO and LUMO = 11.85 eV
E_HOMO = -10.72 eV

***

3.
Density functional theory data (wB97M-V/def2-TZVPD) for a cluster of 2 separate species, C5H14 in total in a non-equilibrium geometry.

Each line ends with the natural charge from an NBO analysis.
Cartesian coordinates (Å):
C -2.09102 1.15160 -0.51872  -0.61
C -1.68668 1.43681 0.91378  -0.62
H -2.29132 0.10565 -0.71013  0.20
H -3.01812 1.67691 -0.76826  0.21
H -1.27630 1.40559 -1.21017  0.20
H -2.54039 1.19706 1.56074  0.20
H -0.73662 1.04292 1.28311  0.21
H -1.47941 2.49502 1.07713  0.20
C 1.08416 -0.55834 0.21736  -0.40
C 2.03990 -1.59473 0.69724  -0.61
C 0.87429 -0.63106 -1.30557  -0.61
H 0.10273 -0.60698 0.69620  0.20
H 1.41644 0.43896 0.55749  0.20
H 3.04212 -1.40614 0.29849  0.20
H 1.86716 -0.72992 -1.77069  0.20
H 0.26504 -1.49743 -1.55601  0.20
H 1.81904 -2.64507 0.53068  0.21
H 2.16156 -1.52264 1.79228  0.21
H 0.44742 0.24179 -1.78494  0.21

Atoms 1-3, force components in eV/Å:
0.6 0.0 -0.4
-0.2 0.8 0.6
0.0 -0.4 0.2

## Properties
Largest force on an atom = 1.88 eV/Å
Spin multiplicity = 1
Structure (SMILES) = CCC.CC
Total charge = 0
Gap between HOMO and LUMO = 12.37 eV
E_HOMO = -11.20 eV

***

4.
Density functional theory data (wB97M-V/def2-TZVPD) for a cluster of 2 separate species, C5H14 in total in a non-equilibrium geometry.

Each line ends with the natural charge from an NBO analysis.
Cartesian coordinates (Å):
C 2.36705 0.34226 -0.27071  -0.61
C 2.93339 -0.49727 0.86254  -0.61
H 3.07545 1.10398 -0.54551  0.20
H 2.20499 -0.24087 -1.17663  0.20
H 1.45304 0.88580 -0.04061  0.20
H 2.14571 -1.07147 1.36422  0.20
H 3.42616 0.11555 1.61378  0.20
H 3.60846 -1.28375 0.52221  0.21
C -1.42253 0.33736 -0.52283  -0.40
C -2.76760 -0.14919 -1.07351  -0.61
C -1.27550 0.00927 0.95625  -0.61
H -0.61570 -0.11231 -1.09345  0.20
H -1.37695 1.41535 -0.70394  0.19
H -3.66600 0.31969 -0.68179  0.20
H -1.18196 -1.06904 1.10122  0.20
H -0.38826 0.48926 1.36879  0.21
H -2.12831 0.31474 1.55930  0.20
H -2.74104 -0.06093 -2.16472  0.21
H -2.86635 -1.22692 -0.90370  0.20

Atoms 1-3, force components in eV/Å:
0.2 0.0 -0.3
-0.7 -0.6 0.3
0.4 0.4 -0.2

## Properties
Largest force on an atom = 1.32 eV/Å
Spin multiplicity = 1
Structure (SMILES) = CCC.CC
Total charge = 0
Gap between HOMO and LUMO = 12.63 eV
E_HOMO = -11.46 eV

***

5.
Density functional theory data (wB97M-V/def2-TZVPD) for a cluster of 2 separate species, C5H14 in total in a non-equilibrium geometry.

Each line ends with the natural charge from an NBO analysis.
Cartesian coordinates (Å):
C 0.60576 0.20349 2.91211  -0.62
C 1.25114 1.39313 2.35526  -0.58
H 0.37007 -0.74289 2.23711  0.21
H 1.26796 -0.17975 3.74068  0.21
H -0.37612 0.48209 3.30920  0.21
H 0.85079 2.20726 2.64938  0.20
H 1.50300 1.27549 1.39204  0.21
H 2.41533 1.60346 2.72523  0.17
C -0.89841 -1.15242 -1.85962  -0.40
C -1.68293 0.14938 -1.48360  -0.63
C 0.47431 -0.88496 -2.50042  -0.63
H -0.85349 -1.75757 -0.83568  0.20
H -1.58359 -1.86048 -2.54694  0.20
H -2.77820 0.17974 -1.57554  0.21
H 1.15343 -1.02767 -1.65318  0.21
H 0.75029 -1.64855 -3.27872  0.22
H -1.49699 0.89009 -2.14841  0.20
H -1.44708 0.71755 -0.59151  0.21
H 0.47473 0.15260 -2.84741  0.21

Atoms 1-3, force components in eV/Å:
-0.6 -3.5 1.2
6.6 -3.6 1.2
0.8 2.2 0.9

## Properties
Largest force on an atom = 7.56 eV/Å
Spin multiplicity = 1
Structure (SMILES) = CCC.CC
Total charge = 0
Gap between HOMO and LUMO = 11.93 eV
E_HOMO = -10.88 eV

***

6.
Density functional theory data (wB97M-V/def2-TZVPD) for a cluster of 2 separate species, C5H14 in total in a non-equilibrium geometry.

Each line ends with the natural charge from an NBO analysis.
Cartesian coordinates (Å):
C 0.74421 -1.44849 0.46268  -0.39
C 0.52559 -1.59459 -1.03704  -0.61
C 2.20025 -1.14089 0.82175  -0.61
H 0.09698 -0.66812 0.86835  0.19
H 0.45743 -2.38893 0.94253  0.19
H 0.77820 -0.66802 -1.53477  0.20
H 2.67531 -0.56534 0.02196  0.20
H 2.22193 -0.55604 1.73557  0.21
H 2.78696 -2.03968 0.96920  0.20
H 1.05981 -2.46506 -1.41125  0.20
H -0.51545 -1.86710 -1.21910  0.21
C -2.44691 1.87091 -0.18406  -0.61
C -0.95646 2.14710 -0.00066  -0.61
H -3.02667 2.59771 0.38937  0.20
H -2.74279 1.82322 -1.22867  0.21
H -2.70360 0.91259 0.27304  0.20
H -0.64836 3.03922 -0.54837  0.20
H -0.30329 1.29882 -0.23209  0.20
H -0.72872 2.40486 1.04719  0.20

Atoms 1-3, force components in eV/Å:
0.2 -0.3 0.0
-0.6 -0.6 0.6
-0.3 0.3 -0.2

## Properties
Largest force on an atom = 1.10 eV/Å
Spin multiplicity = 1
Structure (SMILES) = CCC.CC
Total charge = 0
Gap between HOMO and LUMO = 12.64 eV
E_HOMO = -11.49 eV

***

7.
Density functional theory data (wB97M-V/def2-TZVPD) for a cluster of 2 separate species, C5H14 in total in a non-equilibrium geometry.

Each line ends with the natural charge from an NBO analysis.
Cartesian coordinates (Å):
C -0.19550 2.59325 0.13625  -0.62
C 1.28532 2.43975 -0.31055  -0.62
H -0.56307 1.79107 0.78443  0.20
H -0.28199 3.57579 0.58862  0.21
H -0.82429 2.42591 -0.73925  0.20
H 1.73441 1.54523 0.09930  0.21
H 1.83086 3.32814 0.01887  0.20
H 1.35308 2.59452 -1.38853  0.21
C -0.21357 -1.34280 -0.22172  -0.40
C 0.78717 -2.28982 0.41753  -0.61
C -1.66402 -1.76455 -0.00158  -0.61
H -0.06008 -0.34700 0.19492  0.19
H -0.13724 -1.27123 -1.30090  0.20
H 1.13911 -1.88457 1.36830  0.21
H 1.65571 -2.44583 -0.21171  0.21
H -2.35537 -0.97535 -0.34700  0.21
H -1.92155 -2.53341 -0.74042  0.20
H 0.33220 -3.24822 0.68468  0.20
H -1.90119 -2.19088 0.96876  0.20

Atoms 1-3, force components in eV/Å:
0.5 -0.8 -0.6
-0.7 1.2 0.2
0.5 0.4 0.4

## Properties
Largest force on an atom = 1.43 eV/Å
Spin multiplicity = 1
Structure (SMILES) = CCC.CC
Total charge = 0
Gap between HOMO and LUMO = 12.28 eV
E_HOMO = -11.18 eV

***

8.
Density functional theory data (wB97M-V/def2-TZVPD) for a cluster of 2 separate species, C5H14 in total in a non-equilibrium geometry.

Each line ends with the natural charge from an NBO analysis.
Cartesian coordinates (Å):
C 1.49088 1.12791 -0.77025  -0.40
C 0.11409 1.80602 -0.82033  -0.60
C 1.55723 -0.27294 -1.41896  -0.61
H 1.75121 1.07808 0.28613  0.20
H 2.19382 1.76648 -1.30255  0.20
H 0.26425 2.88312 -0.69162  0.21
H -0.34378 1.78434 -1.80999  0.20
H 0.64667 -0.37844 -2.00825  0.20
H 1.60286 -1.04902 -0.65508  0.20
H -0.49503 1.41851 -0.04650  0.20
H 2.45025 -0.44641 -2.01637  0.21
C -0.91074 -1.63789 0.97377  -0.60
C -1.89857 -0.83048 1.82121  -0.60
H -1.30296 -1.63898 -0.04351  0.20
H 0.03874 -1.11319 0.92590  0.20
H -0.72345 -2.62206 1.38779  0.21
H -2.01795 0.19405 1.49903  0.20
H -2.87074 -1.32208 1.83820  0.20
H -1.54680 -0.74700 2.85139  0.20

Atoms 1-3, force components in eV/Å:
-0.1 -0.1 -0.5
1.3 0.9 -1.0
-0.2 0.2 0.7

## Properties
Largest force on an atom = 1.84 eV/Å
Spin multiplicity = 1
Structure (SMILES) = CCC.CC
Total charge = 0
Gap between HOMO and LUMO = 12.51 eV
E_HOMO = -11.35 eV

***

9.
Density functional theory data (wB97M-V/def2-TZVPD) for a cluster of 2 separate species, C5H14 in total in a non-equilibrium geometry.

Each line ends with the natural charge from an NBO analysis.
Cartesian coordinates (Å):
C 1.40764 -1.42182 1.23828  -0.62
C 0.52098 -0.96672 2.36563  -0.61
H 2.02999 -2.26088 1.54458  0.21
H 0.86243 -1.79471 0.35569  0.20
H 1.98689 -0.64861 0.73371  0.21
H -0.34726 -0.39580 2.03578  0.20
H 1.05915 -0.32033 3.06497  0.20
H 0.12615 -1.81650 2.92635  0.21
C -0.67639 0.31767 -1.35648  -0.41
C 0.59264 1.07703 -1.07236  -0.62
C -1.91959 1.14834 -1.56979  -0.62
H -0.52954 -0.45284 -2.11023  0.20
H -0.99176 -0.31755 -0.49617  0.19
H 1.52405 0.50115 -1.02544  0.21
H 0.57166 1.49150 -0.06390  0.21
H -2.29849 1.72019 -0.70040  0.21
H -1.81464 1.90618 -2.35410  0.20
H 0.72269 1.71080 -1.95893  0.21
H -2.82661 0.52291 -1.55718  0.22

Atoms 1-3, force components in eV/Å:
-0.1 -0.6 -1.4
-0.3 0.4 0.4
0.4 0.2 0.0

## Properties
Largest force on an atom = 2.59 eV/Å
Spin multiplicity = 1
Structure (SMILES) = CCC.CC
Total charge = 0
Gap between HOMO and LUMO = 12.11 eV
E_HOMO = -10.98 eV

***

10.
Density functional theory data (wB97M-V/def2-TZVPD) for a cluster of 2 separate species, C5H14 in total in a non-equilibrium geometry.

Each line ends with the natural charge from an NBO analysis.
Cartesian coordinates (Å):
C -0.18826 0.58779 1.20293  -0.41
C 0.16140 0.84109 2.61774  -0.61
C -1.64953 0.03326 0.88778  -0.62
H 0.07632 1.51390 0.76620  0.20
H 0.42945 -0.25484 0.76461  0.20
H -0.19906 -0.05350 3.12632  0.20
H -2.17149 0.72296 0.29851  0.21
H -1.63176 -0.90131 0.24959  0.20
H -2.17060 -0.34295 1.85386  0.21
H 1.17080 0.71470 2.86119  0.21
H -0.20447 1.78332 3.11379  0.21
C 1.58792 -0.79443 -2.29573  -0.60
C 0.05259 -0.50515 -2.28208  -0.63
H 2.14696 -0.00529 -2.36337  0.19
H 2.01752 -1.37745 -1.43485  0.20
H 1.79160 -1.24705 -3.30540  0.20
H -0.18447 0.24761 -3.06563  0.21
H -0.29371 -0.34143 -1.18288  0.21
H -0.56185 -1.43403 -2.46582  0.20

Atoms 1-3, force components in eV/Å:
-0.4 -2.1 -1.3
-1.6 -1.0 2.1
1.1 -1.9 1.7

## Properties
Largest force on an atom = 5.90 eV/Å
Spin multiplicity = 1
Structure (SMILES) = CCC.CC
Total charge = 0
Gap between HOMO and LUMO = 12.07 eV
E_HOMO = -10.95 eV

***

11.
Density functional theory data (wB97M-V/def2-TZVPD) for a cluster of 2 separate species, C5H14 in total in a non-equilibrium geometry.

Each line ends with the natural charge from an NBO analysis.
Cartesian coordinates (Å):
C -0.49631 -1.60515 -0.39510  -0.40
C 1.02909 -1.61781 -0.24226  -0.62
C -1.09917 -2.44984 -1.62141  -0.62
H -0.79425 -0.53294 -0.50340  0.20
H -0.99241 -1.88979 0.56342  0.20
H 1.33698 -0.64574 0.21959  0.20
H 1.42270 -2.38056 0.44030  0.20
H -2.02766 -2.86838 -1.19429  0.21
H -0.43889 -3.17712 -2.02343  0.21
H 1.67291 -1.68404 -1.08296  0.21
H -1.54565 -1.79896 -2.45785  0.21
C 0.08631 1.96038 0.69829  -0.62
C 0.46857 3.22880 1.35270  -0.62
H -0.20153 2.18966 -0.28081  0.21
H 0.80926 1.14518 0.80024  0.21
H -0.86663 1.41731 1.09876  0.20
H 0.01312 4.02084 0.61364  0.21
H 0.00700 3.34835 2.35651  0.21
H 1.61655 3.33981 1.65807  0.21

Atoms 1-3, force components in eV/Å:
-0.4 0.4 -1.1
0.3 0.9 2.0
-2.0 2.5 1.1

## Properties
Largest force on an atom = 3.80 eV/Å
Spin multiplicity = 1
Structure (SMILES) = CCC.CC
Total charge = 0
Gap between HOMO and LUMO = 11.95 eV
E_HOMO = -10.87 eV

***

12.
Density functional theory data (wB97M-V/def2-TZVPD) for a cluster of 2 separate species, C5H14 in total in a non-equilibrium geometry.

Each line ends with the Löwdin spin population.
Cartesian coordinates (Å):
C -0.91576 0.17892 -0.75037  0.25
C -1.89695 1.25354 -0.31408  0.14
C -0.80609 -0.13256 -2.18483  0.17
H 0.12071 0.58917 -0.42342  0.17
H -1.12837 -0.74673 -0.18753  0.03
H -2.72319 0.58423 0.03920  0.07
H -2.32930 1.91342 -1.06349  0.00
H -1.82129 -0.10616 -2.61917  0.08
H -0.45510 0.72931 -2.80046  0.05
H -1.53268 1.86613 0.50595  0.01
H -0.22827 -0.99979 -2.46272  0.00
C 2.27701 -0.93462 1.09021  0.00
C 1.17795 -0.33828 1.99945  0.01
H 1.83309 -1.79419 0.58679  0.00
H 2.49262 -0.24096 0.26462  0.00
H 3.21148 -1.15025 1.58726  0.00
H 1.20493 -0.95783 2.89602  0.00
H 1.31556 0.69786 2.30848  0.00
H 0.20362 -0.41122 1.52811  0.01

Atoms 1-3, force components in eV/Å:
-2.0 -0.6 -1.5
0.3 0.2 -0.1
0.9 1.0 0.2

## Properties
Largest force on an atom = 2.56 eV/Å
Spin multiplicity = 2
Total charge = +1
<S²> = 0.75
Gap between HOMO and LUMO (alpha / beta) = 11.99 / 4.35 eV
E_HOMO (alpha / beta) = -15.23 / -15.21 eV

***

Computed energy relative to the best compared isomer or geometry (same formula, charge and spin) (kJ/mol) in order:
162.6; 142.3; 33.4; 12.0; 237.8; 17.0; 57.0; 32.4; 69.4; 169.4; 138.8; 56.4